Entry 1:
Density functional theory data (ωB97M-V/def2-TZVPD) for the ion C4H7N2S with charge +1.

DFT total energy ... -663.9569 Eh
Energy above the lowest of the compared OMol25 structures with the same formula, charge and spin ... 0.00 kJ/mol
HOMO (alpha / beta) ... -11.15 / -14.37 eV
2S+1 ... 3
Net charge ... +1

Last column: Mulliken charge in e.
Positions of all 14 atoms, in Å:
S: 3.0889 -0.4249 -0.1468  -0.031
N: 1.3790 1.6642 0.1735  -0.049
N: -0.5830 0.8463 -0.2769  -0.135
C: 0.0852 1.8757 0.2317  -0.103
C: 1.6143 0.2436 -0.1368  -0.235
C: 0.2802 -0.2688 -0.5204  0.528
C: -0.1406 -1.4547 0.2987  -1.202
H: -1.6369 0.8677 -0.4362  0.278
H: 0.3508 -0.3869 -1.6660  0.265
H: -1.2212 -1.6772 0.2920  0.338
H: -0.5609 2.6177 0.6025  0.436
H: 0.3842 -2.3652 0.0560  0.365
H: 2.1447 2.2300 0.4635  0.201
H: 0.2543 -1.1924 1.3264  0.342

Force components x, y, z for each atom (eV/Å):
S 2.13 -1.12 -0.14
N 0.35 -2.11 0.17
N -1.68 1.25 0.58
C -1.01 -1.31 -1.22
C -2.03 3.65 0.60
C 0.16 -1.31 -3.12
C 0.33 -0.32 1.56
H 2.22 -0.24 0.44
H -0.59 -0.62 1.33
H 0.50 0.31 0.03
H 0.40 1.76 0.47
H 0.20 -0.26 -0.45
H 0.06 0.80 0.46
H -1.05 -0.48 -0.72


Entry 2:
Density functional theory data (ωB97M-V/def2-TZVPD) for a cluster of 2 separate species, C4H7N3 in total.

DFT total energy ... -320.7214 Eh
Energy above the lowest of the compared OMol25 structures with the same formula, charge and spin ... 425.09 kJ/mol
HOMO ... -8.80 eV

Last column: Mulliken charge in e.
Positions of all 14 atoms, in Å:
N: -0.9975 -0.7041 0.0802  -0.849
N: 0.6911 0.9278 -0.0903  -0.815
N: 0.3377 -0.3285 0.0450  1.043
C: 1.3766 -1.1821 0.0406  -0.183
C: 2.0023 0.9281 -0.1507  -0.325
C: -1.8443 0.4890 -0.1624  -0.678
C: 2.4906 -0.3482 0.0194  -0.527
H: -1.5421 1.5014 0.2277  0.257
H: 3.4497 -0.7655 -0.0167  0.399
H: -1.8362 0.4747 -1.1816  0.343
H: 2.5104 1.8786 -0.3040  0.402
H: 1.5315 -2.1393 0.3573  0.390
H: -1.1912 -1.0507 1.5524  0.228
H: -2.8968 0.2481 0.2037  0.316

Force components x, y, z for each atom (eV/Å):
N -0.79 -0.48 5.66
N -0.45 0.86 -0.22
N -0.62 -1.18 -0.32
C 1.69 3.31 0.40
C 0.61 1.29 0.12
C -1.45 -0.23 2.90
C -0.81 -1.18 -0.86
H -0.03 -1.40 -0.20
H 1.35 0.00 0.10
H -0.38 0.74 -2.99
H -0.05 -0.39 0.13
H -1.01 -2.67 0.35
H 0.48 1.16 -4.52
H 1.45 0.17 -0.52


Entry 3:
Density functional theory data (ωB97M-V/def2-TZVPD) for the molecule C4H7N3.

SMILES ... CNC1=C=CNN1
DFT total energy ... -320.7691 Eh
Energy above the lowest of the compared OMol25 structures with the same formula, charge and spin ... 299.92 kJ/mol
HOMO ... -7.55 eV

Last column: Mulliken charge in e.
Positions of all 14 atoms, in Å:
N: -2.1757 -0.3467 -0.5748  -0.190
N: -0.9967 0.1788 -1.0993  -0.351
N: 1.1436 0.5811 -0.2958  -0.248
C: -0.6678 -0.2182 1.2267  -1.044
C: -1.9580 -0.4506 0.7922  -0.203
C: 2.2787 0.1428 0.4855  -0.798
C: -0.1189 0.1930 -0.0030  0.723
H: 1.9100 -0.0991 1.4832  0.349
H: -3.0252 0.0362 -0.9703  0.250
H: -2.8361 -0.7228 1.3763  0.415
H: 1.3146 0.9788 -1.2073  0.255
H: 3.0306 0.9341 0.5472  0.275
H: 2.7362 -0.7538 0.0452  0.259
H: -0.6352 -0.4538 -1.8057  0.310

Force components x, y, z for each atom (eV/Å):
N -0.07 -0.17 0.20
N 0.16 -0.16 0.13
N -0.15 -0.03 -0.10
C -0.26 0.16 -0.36
C -0.15 -0.11 0.07
C 0.12 -0.06 0.16
C 0.25 0.04 -0.10
H 0.10 0.04 -0.09
H 0.08 0.04 0.18
H 0.17 0.09 -0.04
H -0.04 -0.11 0.10
H -0.12 -0.10 0.02
H -0.02 0.14 0.13
H -0.07 0.24 -0.30


Entry 4:
Density functional theory data (ωB97M-V/def2-TZVPD) for the molecule C4H7N3.

DFT total energy ... -320.7224 Eh
Energy above the lowest of the compared OMol25 structures with the same formula, charge and spin ... 422.35 kJ/mol
HOMO ... -7.97 eV

Last column: Mulliken charge in e.
Positions of all 14 atoms, in Å:
N: 0.6076 0.8599 0.9767  -0.423
N: -0.5001 1.1605 -1.0634  -1.116
N: -0.6740 -0.0668 -1.2389  0.631
C: 0.3165 1.5749 -0.0230  0.111
C: -1.3729 -2.4488 -1.5508  -0.837
C: 1.4616 1.3825 2.0241  -0.648
C: -1.0750 -1.1555 -1.0432  0.428
H: -0.5213 -3.1268 -1.3631  0.269
H: -1.7918 -2.2505 -2.6803  0.250
H: 2.4788 0.7886 1.8037  0.202
H: 1.5911 2.4094 1.9675  0.319
H: -2.2411 -3.0033 -0.9163  0.267
H: 1.0560 1.2712 3.0650  0.219
H: 0.6648 2.6048 0.0422  0.329

Force components x, y, z for each atom (eV/Å):
N -0.45 -1.14 0.35
N 0.62 1.56 -1.19
N -0.78 -0.80 2.41
C 0.22 -0.33 1.24
C -2.89 -2.19 -0.58
C 1.21 -2.97 -0.34
C 0.44 1.73 -0.77
H -0.22 0.25 -0.97
H 1.36 -1.11 2.69
H -1.94 1.53 1.32
H 0.72 2.32 -0.57
H 1.73 1.58 -1.56
H 0.40 -0.79 -1.01
H -0.41 0.37 -1.03


Entry 5:
Density functional theory data (ωB97M-V/def2-TZVPD) for the molecule C4H7N3.

SMILES ... [H]/N=C1\C=C(N)NC1
DFT total energy ... -320.8758 Eh
Energy above the lowest of the compared OMol25 structures with the same formula, charge and spin ... 19.64 kJ/mol
HOMO ... -7.89 eV

Last column: Mulliken charge in e.
Positions of all 14 atoms, in Å:
N: 2.5362 -0.7103 0.0302  -0.734
N: -2.3230 -0.2462 -0.0766  -0.483
N: -0.4520 1.1299 0.3378  -0.355
C: 0.0148 -1.0442 -0.2498  -0.629
C: -0.9550 -0.1134 -0.0089  0.325
C: 1.3069 -0.3814 -0.0848  0.476
C: 0.9827 1.0984 0.0604  -0.381
H: -0.1867 -2.1000 -0.3888  0.302
H: 1.2182 1.6310 -0.8708  0.229
H: 1.5914 1.4999 0.8729  0.265
H: -2.6561 -1.1970 -0.1356  0.237
H: -2.8551 0.3145 0.5764  0.250
H: -0.9583 1.9287 -0.0188  0.271
H: 2.7150 -1.7104 -0.0300  0.228

Force components x, y, z for each atom (eV/Å):
N -0.24 -0.25 -0.08
N 0.04 -0.10 0.09
N -0.13 0.02 -0.11
C 0.02 0.01 0.15
C 0.12 -0.01 0.01
C 0.11 0.17 0.06
C 0.22 0.07 0.09
H 0.19 0.16 0.01
H -0.01 -0.11 0.15
H -0.20 0.13 -0.11
H 0.04 0.11 -0.01
H 0.16 -0.06 -0.10
H -0.03 -0.12 -0.01
H -0.28 -0.02 -0.13


Entry 6:
Density functional theory data (ωB97M-V/def2-TZVPD) for the molecule C4H7N3.

DFT total energy ... -320.7605 Eh
Energy above the lowest of the compared OMol25 structures with the same formula, charge and spin ... 322.39 kJ/mol
HOMO ... -7.69 eV

Last column: Mulliken charge in e.
Positions of all 14 atoms, in Å:
N: 2.4264 -0.5784 0.0417  -0.636
N: -0.6575 1.1233 -0.0993  0.001
N: -2.5423 -0.3534 -0.1668  -0.589
C: -1.1310 -0.2363 -0.0576  0.399
C: 1.0569 -0.2107 0.3358  0.588
C: -0.1249 -1.1295 0.1265  -1.300
C: 0.6359 1.1817 0.0288  -0.503
H: -2.8308 -0.4086 -1.1405  0.260
H: -2.8044 -1.2367 0.2582  0.299
H: -1.2783 1.9262 -0.1307  0.283
H: 0.9729 -0.0721 1.4407  0.206
H: 1.1977 2.1080 0.0323  0.407
H: 2.5699 -0.5528 -0.9622  0.272
H: 2.5095 -1.5606 0.2932  0.311

Force components x, y, z for each atom (eV/Å):
N -0.08 -0.11 -0.11
N 0.18 0.01 0.01
N 0.05 -0.20 -0.12
C 0.14 -0.11 0.04
C 0.07 0.11 -0.05
C -0.15 0.49 -0.02
C -0.23 -0.14 0.05
H 0.02 0.02 0.09
H -0.03 0.14 0.01
H 0.11 -0.09 -0.07
H -0.01 -0.12 0.12
H -0.09 -0.10 0.02
H -0.04 -0.01 0.01
H 0.08 0.11 0.01


Entry 7:
Density functional theory data (ωB97M-V/def2-TZVPD) for a cluster of 2 separate species, C4H7N3 in total.

DFT total energy ... -320.7056 Eh
Energy above the lowest of the compared OMol25 structures with the same formula, charge and spin ... 466.55 kJ/mol
HOMO ... -8.28 eV

Last column: Mulliken charge in e.
Positions of all 14 atoms, in Å:
N: 0.4708 -1.4304 0.9314  -0.148
N: -1.0088 -2.3732 -0.2710  0.194
N: 0.1105 -2.5684 0.4730  -0.550
C: -0.3898 -0.4442 0.4731  0.131
C: -0.4247 0.8874 1.0188  -0.556
C: 1.4967 1.8890 -0.2286  -1.012
C: -1.3324 -1.0742 -0.3273  -0.167
H: -1.0934 1.4990 0.3854  0.214
H: 1.7898 2.9216 -0.0325  0.342
H: -1.4735 -3.1740 -0.6726  0.214
H: 0.9534 1.8137 -1.1725  0.240
H: -2.1890 -0.6979 -0.8679  0.416
H: 0.8876 1.6016 0.6944  0.396
H: 2.3525 1.2126 -0.2197  0.290

Force components x, y, z for each atom (eV/Å):
N -0.19 -0.15 -0.08
N -0.01 0.00 -0.06
N -0.02 0.26 0.01
C -0.15 0.05 0.05
C -0.20 -0.14 -0.12
C 0.07 0.01 -0.12
C 0.09 -0.08 0.07
H 0.03 -0.13 0.11
H 0.05 -0.10 -0.08
H 0.07 0.14 0.03
H 0.05 -0.01 0.26
H 0.15 -0.06 0.08
H 0.12 0.07 -0.10
H -0.07 0.12 -0.03


Entry 8:
Density functional theory data (ωB97M-V/def2-TZVPD) for the molecule C4H7N3.

SMILES ... CNc1cc[nH]n1
DFT total energy ... -320.8265 Eh
Energy above the lowest of the compared OMol25 structures with the same formula, charge and spin ... 149.04 kJ/mol
HOMO ... -7.93 eV

Last column: Mulliken charge in e.
Positions of all 14 atoms, in Å:
N: -1.0183 -0.2424 0.9777  -0.241
N: -0.9326 -0.4443 -1.3569  -0.843
N: -0.0854 -0.0049 -2.2914  0.226
C: 0.8519 0.6630 -0.4289  -0.324
C: -0.3762 -0.0256 -0.2221  0.592
C: 0.9596 0.7229 -1.7827  -0.540
C: -0.2510 -0.2902 2.1992  -0.870
H: 0.5346 -1.0619 2.1996  0.301
H: -0.9286 -0.4823 3.0350  0.339
H: -1.7532 -0.9290 0.8926  0.280
H: 1.5314 1.0776 0.2931  0.345
H: 0.2240 0.6810 2.3759  0.253
H: -0.3593 -0.0599 -3.2662  0.226
H: 1.6031 0.3959 -2.6250  0.256

Force components x, y, z for each atom (eV/Å):
N -0.28 -0.08 0.05
N -0.04 0.35 0.51
N -1.26 0.41 0.49
C -0.20 0.10 0.47
C -0.15 -0.02 0.14
C -0.11 -2.71 -3.27
C 0.12 0.03 0.17
H -0.09 0.09 -0.02
H 0.12 0.04 -0.12
H 0.08 0.04 0.05
H -0.02 -0.11 0.09
H -0.06 -0.14 0.01
H 0.22 -0.12 0.41
H 1.67 2.12 1.01


Entry 9:
Density functional theory data (ωB97M-V/def2-TZVPD) for the molecule C4H7N3.

SMILES ... CNc1cc[nH]n1
DFT total energy ... -320.8443 Eh
Energy above the lowest of the compared OMol25 structures with the same formula, charge and spin ... 102.45 kJ/mol
HOMO ... -8.06 eV

Last column: Mulliken charge in e.
Positions of all 14 atoms, in Å:
N: -1.0173 0.5538 -1.1796  -0.807
N: 1.2356 0.0568 -0.7778  -0.297
N: -2.2004 0.3630 -0.5384  0.195
C: -2.0395 -0.3097 0.6129  -0.449
C: -0.7170 -0.6481 0.7298  -0.494
C: 2.2748 0.2417 0.2247  -0.843
C: -0.1069 -0.0242 -0.4062  0.582
H: -2.8371 -0.5339 1.3067  0.424
H: 1.3366 0.7009 -1.5547  0.277
H: 3.2494 0.1348 -0.2654  0.311
H: -0.5647 -1.6169 1.1766  0.265
H: -3.0671 0.3934 -1.0519  0.257
H: 2.2030 -0.5326 0.9925  0.293
H: 2.2505 1.2211 0.7308  0.286

Force components x, y, z for each atom (eV/Å):
N 0.04 0.05 0.18
N -0.21 -0.07 -0.08
N -0.17 0.20 0.22
C -0.16 -0.27 -0.26
C -0.29 -0.31 -0.45
C 0.07 -0.07 0.14
C -0.03 0.02 -0.20
H -0.17 -0.16 -0.39
H -0.09 -0.20 0.10
H -0.20 0.00 0.13
H 1.14 0.41 0.82
H 0.20 0.49 0.05
H -0.02 0.07 -0.13
H -0.11 -0.16 -0.13


Entry 10:
Density functional theory data (ωB97M-V/def2-TZVPD) for the molecule C4H7N3.

DFT total energy ... -320.6655 Eh
Energy above the lowest of the compared OMol25 structures with the same formula, charge and spin ... 571.83 kJ/mol
HOMO (alpha / beta) ... -6.90 / -6.90 eV

Last column: Mulliken charge in e.
Positions of all 14 atoms, in Å:
N: 0.2988 -0.0510 0.4056  -0.179
N: -0.4466 -3.3188 -0.3578  -0.376
N: -1.9959 -0.1910 0.0388  -0.593
C: -0.8758 -0.7884 0.1382  0.589
C: -0.6421 -2.1964 -0.1494  0.069
C: 1.2340 0.8037 -0.8300  -0.675
C: 0.2732 1.3668 0.9217  -0.941
H: 1.3867 -0.0844 -1.4672  0.321
H: 2.1927 1.2139 -0.5297  0.295
H: 0.3100 1.3598 2.0178  0.271
H: 1.0265 -0.6185 0.8258  0.354
H: -2.7345 -0.8402 -0.2266  0.254
H: -0.6530 1.8072 0.5607  0.286
H: 0.6260 1.5372 -1.3479  0.327

Force components x, y, z for each atom (eV/Å):
N 0.14 -0.08 0.05
N -0.18 1.11 0.21
N 0.28 -0.33 0.00
C -0.17 0.29 -0.11
C 0.13 -1.00 -0.17
C 0.19 -0.18 -0.54
C -0.28 0.13 0.39
H -0.04 0.13 0.10
H -0.21 -0.07 0.04
H -0.03 0.00 -0.14
H -0.10 0.07 -0.06
H 0.06 0.05 0.03
H 0.14 -0.02 0.04
H 0.07 -0.11 0.15